This record from OMol25 describes a structure of composition C42H90ClFNbO16 at a distorted geometry. The level of theory is ωB97M-V/def2-TZVPD.

Charge   -1
Orbital gap   6.8 eV
LUMO   0.0685 Eh
2S+1   1
Relative energy (zero: lowest compared OMol25 entry of this formula, charge and spin)   1055.43 kJ/mol
Largest force on an atom   5.40 eV/A

```
151
Properties=species:S:1:pos:R:3:lowdin_charge:R:1
C -0.32 0.02 0.93 -0.115
C -0.25 1.44 0.05 -0.444
C -0.84 2.60 1.05 -0.356
Nb 0.71 2.93 2.74 1.172
Cl 1.19 5.27 2.00 -0.172
C -0.91 3.73 4.14 -0.440
C -2.19 4.41 3.36 -0.266
F -3.29 3.41 3.34 -0.174
O -1.03 1.19 -1.16 -0.221
C -1.30 2.41 -1.93 -0.203
C -0.02 3.41 -2.14 -0.115
C -0.32 5.04 -1.95 -0.031
C 0.86 6.19 -2.08 -0.071
C 2.37 5.65 -2.42 -0.086
C 2.76 4.06 -2.67 -0.057
C 1.52 2.97 -2.52 -0.020
H -1.29 0.03 1.62 0.085
H 0.67 -0.20 1.53 0.047
H -0.49 -0.84 0.13 0.062
H 0.91 1.60 -0.16 0.097
H -0.93 3.67 0.53 0.023
H -1.90 2.30 1.48 0.059
H 1.93 3.21 4.10 -0.163
H 2.09 2.39 1.68 -0.142
H 0.41 1.24 3.33 -0.110
H -1.25 2.82 4.82 0.031
H -0.43 4.57 4.82 0.034
H -1.91 4.85 2.31 0.068
H -2.56 5.32 4.02 0.106
H -2.26 2.98 -1.51 0.131
H -1.63 2.05 -3.02 0.133
H -1.43 5.38 -1.70 0.084
H 0.55 7.31 -1.90 0.072
H 3.25 6.42 -2.49 0.064
H 3.87 3.71 -2.91 0.081
H 1.75 1.81 -2.65 0.092
C 7.12 -0.18 -1.47 -0.112
O 6.62 -0.57 -0.19 -0.203
C 6.15 0.51 0.61 -0.174
C 4.68 0.36 1.03 -0.175
O 3.70 0.24 0.01 -0.139
C 3.78 -0.88 -0.87 -0.171
C 3.69 -2.30 -0.27 -0.178
O 4.72 -2.58 0.67 -0.197
C 4.25 -2.93 1.96 -0.110
H 8.21 -0.21 -1.46 0.079
H 6.76 -0.90 -2.21 0.080
H 6.78 0.82 -1.77 0.085
H 6.31 1.48 0.13 0.116
H 6.76 0.50 1.53 0.123
H 4.42 1.27 1.58 0.110
H 4.55 -0.44 1.76 0.094
H 4.66 -0.78 -1.51 0.090
H 2.93 -0.78 -1.56 0.124
H 3.80 -3.02 -1.09 0.122
H 2.69 -2.45 0.15 0.119
H 3.22 -2.64 2.14 0.085
H 4.88 -2.40 2.70 0.084
H 4.38 -4.00 2.12 0.080
C -0.73 8.09 2.15 -0.131
O -1.35 9.16 1.44 -0.203
C -2.10 8.75 0.29 -0.177
C -3.57 9.17 0.35 -0.174
O -4.36 8.74 1.46 -0.118
C -3.97 9.17 2.76 -0.170
C -3.92 10.67 3.06 -0.184
O -3.02 11.39 2.23 -0.192
C -3.61 12.43 1.47 -0.114
H 0.33 8.08 1.93 0.056
H -0.85 8.29 3.22 0.086
H -1.18 7.12 1.93 0.048
H -2.03 7.67 0.13 0.113
H -1.64 9.24 -0.58 0.121
H -4.06 8.74 -0.54 0.125
H -3.68 10.25 0.22 0.089
H -3.03 8.68 3.04 0.094
H -4.71 8.73 3.44 0.127
H -3.58 10.80 4.10 0.124
H -4.94 11.09 3.01 0.116
H -4.69 12.34 1.39 0.083
H -3.20 12.38 0.45 0.084
H -3.34 13.40 1.89 0.082
C 0.84 -6.61 -1.44 -0.107
O 0.23 -5.54 -2.15 -0.198
C -0.53 -5.95 -3.30 -0.175
C -2.00 -5.53 -3.24 -0.170
O -2.79 -5.96 -2.13 -0.123
C -2.40 -5.54 -0.82 -0.172
C -2.35 -4.03 -0.53 -0.181
O -1.45 -3.31 -1.35 -0.200
C -2.04 -2.27 -2.12 -0.100
H 1.90 -6.63 -1.66 0.082
H 0.72 -6.41 -0.37 0.083
H 0.39 -7.58 -1.66 0.085
H -0.46 -7.04 -3.46 0.114
H -0.07 -5.46 -4.16 0.125
H -2.48 -5.96 -4.13 0.120
H -2.11 -4.45 -3.37 0.093
H -1.46 -6.02 -0.55 0.091
H -3.14 -5.97 -0.15 0.125
H -2.00 -3.90 0.51 0.127
H -3.37 -3.61 -0.57 0.120
H -3.12 -2.36 -2.20 0.086
H -1.62 -2.32 -3.14 0.086
H -1.77 -1.31 -1.69 0.065
C -1.69 0.64 9.16 -0.109
O -1.19 -0.53 8.52 -0.204
C -1.34 -0.54 7.10 -0.172
C -0.01 -0.69 6.34 -0.173
O 1.01 0.28 6.58 -0.125
C 1.53 0.39 7.91 -0.170
C 2.20 -0.84 8.54 -0.184
O 1.33 -1.96 8.66 -0.197
C 1.77 -3.13 7.98 -0.114
H -2.64 0.41 9.64 0.080
H -0.97 0.93 9.94 0.080
H -1.81 1.48 8.47 0.089
H -1.87 0.35 6.74 0.116
H -1.97 -1.41 6.86 0.123
H -0.25 -0.60 5.28 0.115
H 0.40 -1.69 6.45 0.090
H 0.77 0.81 8.56 0.092
H 2.30 1.17 7.85 0.130
H 2.51 -0.57 9.56 0.121
H 3.11 -1.09 7.99 0.118
H 2.54 -2.93 7.24 0.084
H 0.91 -3.57 7.47 0.084
H 2.14 -3.85 8.71 0.080
C -0.03 -10.73 -8.72 -0.107
O -1.10 -9.80 -8.87 -0.200
C -1.90 -9.64 -7.70 -0.175
C -1.95 -8.19 -7.19 -0.171
O -0.72 -7.55 -6.85 -0.127
C 0.25 -7.38 -7.89 -0.169
C -0.14 -6.55 -9.12 -0.181
O -1.25 -7.07 -9.84 -0.196
C -2.35 -6.19 -9.96 -0.109
H -0.29 -11.66 -9.23 0.083
H 0.85 -10.31 -9.21 0.083
H 0.22 -10.93 -7.68 0.087
H -1.59 -10.31 -6.89 0.117
H -2.93 -9.93 -7.98 0.125
H -2.53 -8.21 -6.26 0.126
H -2.53 -7.55 -7.85 0.092
H 0.65 -8.35 -8.18 0.092
H 1.09 -6.87 -7.41 0.129
H 0.72 -6.55 -9.81 0.125
H -0.30 -5.50 -8.83 0.120
H -2.32 -5.36 -9.25 0.086
H -3.27 -6.76 -9.77 0.084
H -2.40 -5.80 -10.98 0.084
```

This record from OMol25 describes a cluster of 6 separate species, C42H94F2N4O21P5 in total at a distorted geometry. The level of theory is ωB97M-V/def2-TZVPD.

Charge   +1
Orbital gap   6.6 eV
LUMO   -0.1038 Eh
2S+1   1
Largest force on an atom   1.87 eV/A

```
168
Properties=species:S:1:pos:R:3:lowdin_charge:R:1
C 2.15 -1.65 6.42 -0.104
C 2.86 -3.01 6.38 -0.264
C 2.14 -4.12 7.13 -0.190
C 0.89 -4.73 6.44 -0.182
C 0.70 -4.34 4.98 -0.227
C -0.51 -5.05 4.37 -0.164
C -0.50 -5.19 2.85 -0.101
N -1.00 -4.03 2.07 0.093
C -0.28 -2.87 2.17 -0.277
N 1.03 -2.94 2.19 0.151
C 1.91 -1.76 2.27 -0.129
C 2.07 -1.06 0.92 -0.150
C 2.50 0.39 1.05 -0.365
C 2.44 1.08 -0.32 -0.061
C 1.62 1.22 2.03 -0.158
C 2.40 1.67 3.28 -0.180
C 1.78 2.95 3.78 -0.084
C 0.64 2.97 4.53 -0.337
C -0.52 3.82 4.08 -0.064
C 0.48 2.20 5.82 -0.048
N -0.81 -1.61 2.17 0.115
C -2.09 -1.50 1.45 -0.046
C -3.08 -2.51 1.98 -0.328
F -4.13 -2.50 1.08 0.053
C -3.69 -2.06 3.33 -0.252
C -2.83 -2.33 4.58 -0.024
C -5.14 -2.59 3.54 -0.171
C -6.16 -1.54 3.09 -0.241
C -6.46 -0.52 4.19 -0.098
C -2.47 -3.95 1.96 -0.352
F -3.07 -4.71 2.91 0.108
N -2.85 -4.58 0.68 0.236
C -2.05 -4.54 -0.23 -0.295
O -1.32 -4.49 -1.12 0.220
H 2.57 -1.00 5.65 0.054
H 1.07 -1.73 6.27 0.058
H 2.31 -1.20 7.40 0.080
H 3.13 -3.29 5.36 0.087
H 3.82 -2.86 6.89 0.109
H 2.86 -4.93 7.28 0.107
H 1.86 -3.74 8.11 0.111
H 0.01 -4.38 6.98 0.117
H 0.89 -5.81 6.50 0.110
H 0.53 -3.26 4.93 0.083
H 1.60 -4.54 4.39 0.106
H -1.44 -4.63 4.73 0.093
H -0.50 -6.07 4.76 0.125
H 0.50 -5.46 2.53 0.123
H -1.10 -6.06 2.58 0.133
H 1.50 -3.83 2.16 0.149
H 2.88 -2.14 2.57 0.136
H 1.60 -1.10 3.07 0.098
H 2.85 -1.59 0.37 0.122
H 1.17 -1.17 0.30 0.114
H 3.54 0.45 1.37 0.136
H 2.85 2.08 -0.23 0.078
H 1.40 1.17 -0.62 0.085
H 3.02 0.54 -1.07 0.083
H 1.30 2.12 1.52 0.110
H 0.76 0.61 2.32 0.090
H 3.44 1.87 3.00 0.113
H 2.36 0.88 4.04 0.085
H 2.26 3.89 3.51 0.110
H -1.13 4.16 4.92 0.070
H -1.11 3.24 3.38 0.078
H -0.15 4.70 3.55 0.079
H 1.11 2.69 6.56 0.086
H 0.76 1.15 5.73 0.052
H -0.55 2.28 6.18 0.068
H -0.84 -1.21 3.10 0.153
H -1.89 -1.74 0.41 0.142
H -2.47 -0.48 1.48 0.149
H -3.80 -0.98 3.25 0.130
H -3.25 -3.19 5.11 0.084
H -1.79 -2.58 4.40 0.043
H -2.91 -1.50 5.28 0.095
H -5.29 -3.53 3.01 0.108
H -5.25 -2.79 4.60 0.096
H -5.75 -0.98 2.25 0.097
H -7.09 -1.98 2.74 0.113
H -7.16 -0.91 4.93 0.077
H -6.96 0.34 3.73 0.072
H -5.56 -0.14 4.66 0.068
C -7.19 -7.46 3.66 -0.088
O -7.69 -7.19 4.98 -0.207
P -6.94 -6.15 5.92 0.339
O -6.42 -4.97 5.23 -0.217
O -5.85 -7.00 6.70 -0.212
C -4.66 -7.39 6.02 -0.092
O -8.01 -5.85 7.02 -0.187
C -8.60 -6.92 7.78 -0.072
H -7.96 -7.22 2.94 0.092
H -6.30 -6.86 3.44 0.076
H -6.94 -8.52 3.59 0.089
H -4.29 -6.58 5.39 0.075
H -4.85 -8.28 5.41 0.089
H -3.92 -7.64 6.77 0.090
H -8.06 -7.85 7.66 0.084
H -9.63 -7.05 7.46 0.094
H -8.59 -6.63 8.83 0.093
C 0.79 5.96 -0.77 -0.096
O 2.11 5.89 -1.33 -0.211
P 3.38 5.82 -0.36 0.326
O 3.18 4.99 0.83 -0.240
O 3.77 7.33 -0.07 -0.214
C 2.98 8.09 0.85 -0.089
O 4.51 5.34 -1.31 -0.191
C 4.81 6.05 -2.53 -0.077
H 0.21 5.12 -1.13 0.088
H 0.81 5.94 0.32 0.076
H 0.32 6.89 -1.10 0.088
H 2.71 7.48 1.72 0.085
H 2.08 8.46 0.36 0.086
H 3.58 8.93 1.18 0.090
H 4.35 7.04 -2.55 0.078
H 4.46 5.47 -3.38 0.068
H 5.89 6.17 -2.60 0.096
C 2.44 7.35 -7.21 -0.078
O 3.76 7.22 -7.75 -0.204
P 5.01 7.14 -6.78 0.338
O 4.80 6.36 -5.56 -0.217
O 5.46 8.65 -6.54 -0.210
C 4.70 9.46 -5.65 -0.085
O 6.14 6.60 -7.72 -0.200
C 6.46 7.26 -8.96 -0.062
H 1.84 6.51 -7.56 0.092
H 2.44 7.36 -6.12 0.083
H 2.00 8.28 -7.58 0.089
H 4.40 8.89 -4.76 0.079
H 3.81 9.84 -6.15 0.088
H 5.32 10.29 -5.34 0.091
H 6.02 8.26 -9.00 0.085
H 6.10 6.66 -9.78 0.095
H 7.54 7.35 -9.02 0.093
C -0.61 -2.90 -4.41 -0.097
O -1.35 -3.14 -5.61 -0.210
P -2.16 -1.93 -6.27 0.334
O -1.50 -0.64 -6.19 -0.218
O -3.60 -1.99 -5.60 -0.215
C -3.76 -1.50 -4.26 -0.095
O -2.45 -2.46 -7.72 -0.189
C -3.10 -3.72 -7.93 -0.078
H 0.44 -3.14 -4.59 0.092
H -0.68 -1.87 -4.08 0.081
H -0.99 -3.56 -3.63 0.066
H -3.19 -0.58 -4.12 0.088
H -3.44 -2.26 -3.55 0.080
H -4.82 -1.30 -4.11 0.090
H -3.55 -4.10 -7.02 0.082
H -2.36 -4.44 -8.30 0.092
H -3.87 -3.58 -8.68 0.093
C 2.16 0.86 -9.35 -0.091
O 2.89 1.85 -8.61 -0.213
P 3.36 3.19 -9.33 0.332
O 2.40 3.74 -10.29 -0.221
O 4.79 2.86 -9.94 -0.219
C 4.87 2.08 -11.13 -0.093
O 3.71 4.13 -8.13 -0.198
C 4.64 3.72 -7.11 -0.077
H 1.20 0.70 -8.86 0.090
H 1.99 1.17 -10.38 0.082
H 2.73 -0.07 -9.34 0.086
H 4.10 2.37 -11.84 0.088
H 4.77 1.02 -10.89 0.085
H 5.85 2.25 -11.58 0.088
H 5.22 2.85 -7.40 0.089
H 4.09 3.50 -6.20 0.096
H 5.31 4.55 -6.92 0.046
```

Number 1: E_tot -3474.238988 Eh. Number 2: E_tot -5362.477046 Eh.